[1]
DFT (ωB97M-V with the def2-TZVPD basis set) results for a gas-phase ion, C2H7N2O (charge +1) at a distorted geometry.

The geometry in XYZ format:
```
12
Properties=species:S:1:pos:R:3:forces:R:3:lowdin_spin:R:1
C -0.672 -0.103 -0.236 0.3 4.5 -1.5 0.081
C 0.712 -1.100 1.275 5.4 -2.7 -1.6 0.133
N 0.600 -0.611 -0.119 8.5 5.7 9.7 0.948
N -0.440 1.060 -1.377 -1.6 0.3 -0.2 -0.001
O -0.497 -1.311 -0.733 -11.4 -7.4 -7.0 0.793
H -1.398 0.394 0.525 1.1 -1.7 -1.3 -0.001
H 1.745 -1.416 1.563 -0.4 1.2 -0.3 0.006
H 0.279 -0.530 1.980 -1.3 2.8 2.1 0.015
H 0.303 -2.063 1.371 -1.3 -1.5 -0.5 0.016
H 0.370 0.814 -1.899 0.7 -1.2 -1.2 0.007
H -0.065 1.939 -1.046 -0.5 0.6 1.2 0.004
H -1.228 1.297 -2.023 0.6 -0.5 0.6 0.000
```
Positions in Å, forces in eV/Å.

Its energy relative to the best compared isomer or geometry (same formula, charge and spin) is 487.1 kJ/mol. Its electronic energy is -7198.2658 eV. The expectation value of S² is 2.012. Its charge is +1. Its spin multiplicity is 3. The HOMO-LUMO gap (spin up / spin down) is 0.2204 / 0.3241 hartree.


[2]
DFT (ωB97M-V with the def2-TZVPD basis set) results for 2 unconnected molecules or ions with the total composition C14H15Br2N2O3S at a distorted geometry.

The geometry in XYZ format:
```
37
Properties=species:S:1:pos:R:3:forces:R:3:nbo_charge:R:1
C 4.631 -1.324 -0.768 -0.9 0.2 0.3 -0.647
C 4.964 0.058 -0.082 -0.4 -0.4 0.6 0.122
O 6.359 0.188 0.224 -0.8 -0.3 -0.3 -0.707
C 4.395 1.320 -0.877 -0.7 -0.4 0.1 -0.480
C 2.924 1.533 -0.338 0.7 -0.7 -1.5 0.283
C 1.794 0.881 -1.042 -1.6 0.4 2.1 -0.144
S 2.022 -0.122 -2.557 0.2 0.6 0.5 0.063
C 0.423 1.054 -0.493 1.2 2.3 1.4 -0.048
C -0.846 0.400 -1.094 -0.7 -1.7 -0.9 0.754
O -0.748 -0.747 -1.475 0.5 0.9 0.7 -0.519
O -2.069 1.016 -1.178 1.9 0.0 1.3 -0.680
C 0.288 1.909 0.715 2.5 -0.2 -0.7 -0.101
Br -1.391 2.313 1.587 1.4 -0.3 -0.6 0.195
C 1.493 2.500 1.306 -1.5 -0.5 -0.3 0.041
N 2.771 2.300 0.804 -2.7 -1.0 -1.2 -0.386
Br 4.202 3.093 1.722 -0.4 -0.3 -0.3 0.406
H 4.616 -1.273 -1.888 0.4 -0.1 1.1 0.232
H 5.291 -2.154 -0.386 -0.5 1.0 -0.5 0.233
H 3.575 -1.588 -0.460 1.1 0.1 -0.4 0.210
H 4.422 0.073 0.919 0.4 -0.1 -1.0 0.143
H 6.568 -0.630 0.716 0.2 0.6 -0.4 0.479
H 4.315 1.139 -1.982 0.2 0.0 1.1 0.260
H 5.029 2.236 -0.749 -0.6 -0.9 0.2 0.266
H 1.523 -1.362 -2.241 0.0 1.0 0.4 0.202
H -2.706 0.329 -0.862 -0.3 0.2 -0.5 0.543
H 1.404 3.150 2.213 0.2 -0.8 -1.0 0.268
N -4.693 -0.739 0.054 0.0 -0.1 0.1 -0.474
C -5.633 -1.362 -0.668 0.3 0.2 -0.1 0.040
C -6.721 -2.015 -0.114 0.0 0.0 0.1 -0.251
C -6.845 -2.029 1.266 -0.1 -0.1 0.0 -0.151
C -5.884 -1.392 2.036 0.0 0.0 -0.1 -0.256
C -4.836 -0.765 1.385 0.2 0.1 -0.3 0.032
H -5.491 -1.327 -1.742 -0.1 0.0 0.0 0.200
H -7.453 -2.500 -0.746 0.0 0.0 0.0 0.232
H -7.682 -2.531 1.738 0.0 0.0 0.0 0.227
H -5.948 -1.383 3.116 0.0 0.0 0.0 0.228
H -4.061 -0.250 1.944 -0.1 0.0 0.1 0.185
```
Positions in Å, forces in eV/Å.

Its electronic energy is -174794.6134 eV. Its charge is +1. The HOMO-LUMO gap is 0.2500 hartree.


[3]
DFT (ωB97M-V with the def2-TZVPD basis set) results for 5 unconnected molecules or ions with the total composition C3H14O5 at a distorted geometry.

The geometry in XYZ format:
```
22
Properties=species:S:1:pos:R:3:forces:R:3:nbo_charge:R:1
C 0.154 -2.020 3.716 1.1 -0.8 6.1 -0.402
C 0.286 -3.312 3.558 -0.5 -1.8 -3.2 -0.188
C -0.050 -4.098 2.179 0.6 2.2 1.9 -0.091
O -1.246 -3.592 1.682 -0.7 1.0 -1.6 -0.714
H 0.271 -1.626 4.829 0.2 -1.2 -1.8 0.179
H -0.060 -1.140 3.290 -1.1 2.2 -3.2 0.204
H 0.554 -3.983 4.345 0.2 0.0 0.7 0.197
H 0.761 -4.046 1.474 0.5 0.4 -0.4 0.169
H -0.186 -5.136 2.317 -0.3 -1.2 0.8 0.175
H -1.077 -2.859 1.048 -0.1 -0.8 0.8 0.472
O 1.229 5.304 -2.105 2.3 -0.6 4.8 -0.949
H 1.782 5.257 -1.102 -2.5 0.3 -4.6 0.472
H 1.597 6.104 -2.482 0.1 0.3 -0.2 0.478
O -3.004 3.435 -2.244 1.0 1.9 -1.1 -0.921
H -2.162 3.901 -2.484 -0.4 -1.1 0.7 0.458
H -3.557 4.126 -2.657 -0.6 -0.7 0.4 0.462
O 0.595 2.107 -1.817 -0.4 0.9 -0.2 -0.954
H -0.036 2.327 -2.533 0.6 -0.2 0.6 0.473
H 0.834 2.983 -1.443 -0.2 -0.8 -0.5 0.480
O 1.886 -0.839 -2.618 -1.7 2.9 2.0 -0.945
H 2.227 -0.395 -1.759 -0.6 -1.2 -2.1 0.470
H 1.040 -0.250 -2.739 2.3 -1.7 0.2 0.476
```
Positions in Å, forces in eV/Å.

Its energy relative to the best compared isomer or geometry (same formula, charge and spin) is 355.7 kJ/mol. Its electronic energy is -13572.3100 eV. Its charge is 0. The HOMO-LUMO gap is 0.3567 hartree.


[4]
DFT (ωB97M-V with the def2-TZVPD basis set) results for a molecular structure, H12LiO6 at a distorted geometry.

The geometry in XYZ format:
```
19
Properties=species:S:1:pos:R:3:forces:R:3:nbo_charge:R:1
Li 0.048 -0.186 -0.200 -0.4 0.4 0.1 0.867
O -1.196 -1.763 -0.911 -4.6 2.2 -1.0 -0.948
H -0.797 -2.389 -0.398 2.0 -3.0 1.9 0.472
H -2.189 -1.891 -0.623 2.8 0.7 -1.0 0.500
O -1.223 1.329 -1.054 1.2 -1.8 -4.4 -0.946
H -0.427 1.715 -1.492 -0.3 0.7 1.1 0.477
H -1.351 0.758 -1.928 -0.8 1.1 2.7 0.490
O -1.426 0.179 1.369 -1.9 1.7 -3.3 -0.966
H -2.095 0.934 1.290 1.5 -1.7 0.3 0.511
H -1.241 0.027 2.245 0.3 -0.3 3.3 0.473
O 1.514 -0.187 -1.772 0.6 -0.9 2.6 -0.951
H 2.371 -0.202 -1.290 -0.9 -0.2 -0.1 0.487
H 1.797 0.248 -2.534 0.2 1.1 -2.4 0.489
O 1.108 -1.425 0.982 2.7 1.0 1.2 -0.978
H 0.637 -1.793 1.738 0.1 -0.1 0.1 0.495
H 2.021 -1.119 1.382 -2.7 -1.0 -1.2 0.508
O 0.922 1.704 0.725 6.2 -8.1 1.9 -0.911
H 1.082 1.676 1.705 0.5 -0.8 -1.2 0.475
H 0.444 2.386 0.767 -6.4 8.8 -0.7 0.455
```
Positions in Å, forces in eV/Å.

Its energy relative to the best compared isomer or geometry (same formula, charge and spin) is 195.1 kJ/mol. Its electronic energy is -12680.1473 eV. Its charge is +1. The HOMO-LUMO gap is 0.4359 hartree.


[5]
DFT (ωB97M-V with the def2-TZVPD basis set) results for a molecular structure, C3H4LaO3 at a distorted geometry.

The geometry in XYZ format:
```
11
Properties=species:S:1:pos:R:3:forces:R:3:lowdin_spin:R:1
O -1.280 0.657 -1.241 2.2 0.7 -0.6 0.030
C -2.124 1.250 -0.419 -2.9 -2.3 0.7 0.008
C 0.727 -1.408 0.030 0.8 0.4 0.5 0.035
O -3.326 0.934 -0.349 1.9 1.0 -0.4 0.001
O -1.539 2.044 0.440 2.2 1.7 0.1 0.030
C 1.778 -0.794 0.625 -0.6 -0.6 -0.2 0.035
H -0.217 -1.527 0.569 0.2 0.1 -0.4 0.001
H 0.839 -1.857 -0.959 -0.2 0.2 0.3 0.001
H 1.707 -0.449 1.661 0.1 0.0 -0.4 0.016
H 2.765 -0.801 0.156 -0.2 0.2 0.1 0.004
La 0.670 1.952 -0.514 -3.4 -1.3 0.3 0.840
```
Positions in Å, forces in eV/Å.

Its energy relative to the best compared isomer or geometry (same formula, charge and spin) is 0.0 kJ/mol. Its electronic energy is -10175.8029 eV. The expectation value of S² is 0.751. Its charge is 0. Its spin multiplicity is 2. The HOMO-LUMO gap (spin up / spin down) is 0.1923 / 0.2640 hartree.


[6]
DFT (ωB97M-V with the def2-TZVPD basis set) results for a gas-phase ion, C8H11Cl2N2S (charge +1) at a distorted geometry.

The geometry in XYZ format:
```
24
Properties=species:S:1:pos:R:3:forces:R:3:nbo_charge:R:1
C 1.218 1.761 0.534 -1.7 1.9 -1.4 -0.276
C -1.074 1.005 -0.033 -0.1 -0.4 -0.9 -0.367
C -0.120 1.988 0.584 1.0 -1.6 0.0 -0.048
C 1.716 0.872 -0.496 -1.8 -1.7 -1.6 -0.222
C -1.126 -0.325 0.653 -0.6 -1.7 1.4 0.330
C -0.707 0.670 -1.487 3.7 -1.0 2.0 -0.408
C 0.821 0.297 -1.444 1.1 1.7 1.9 0.241
C 0.090 -2.154 1.917 0.7 1.5 -1.1 -0.424
N -0.089 -0.836 1.257 0.5 0.2 -0.4 -0.482
N 1.122 -0.711 -2.279 1.6 -0.3 1.3 -0.772
S -2.579 -1.385 0.649 1.4 0.0 0.0 0.132
Cl -0.941 3.255 1.314 0.0 1.0 0.8 0.101
Cl 3.407 0.450 -0.372 -0.5 -0.2 -0.3 0.020
H 1.839 2.576 0.859 0.5 -0.1 0.6 0.262
H -2.041 1.446 -0.033 -1.0 0.2 0.2 0.271
H -1.107 -0.207 -1.891 -1.3 -1.4 0.0 0.235
H -0.866 1.380 -2.211 -0.5 2.3 -1.2 0.254
H 0.641 -1.924 2.788 0.3 -0.3 1.1 0.240
H -0.777 -2.691 2.025 -2.6 -0.4 1.1 0.235
H 0.581 -2.887 1.324 1.4 0.1 -1.0 0.243
H 0.788 -0.257 1.298 -1.2 -0.4 -0.3 0.466
H -3.529 -0.486 0.495 -0.2 0.8 -0.2 0.167
H 2.061 -1.048 -2.326 0.6 0.0 0.1 0.408
H 0.672 -0.791 -3.127 -1.4 -0.1 -1.9 0.394
```
Positions in Å, forces in eV/Å.

Its energy relative to the best compared isomer or geometry (same formula, charge and spin) is 0.0 kJ/mol. Its electronic energy is -47326.6702 eV. Its charge is +1. The HOMO-LUMO gap is 0.2601 hartree.


[7]
DFT (ωB97M-V with the def2-TZVPD basis set) results for a single CH2ClNOS2 molecule at a distorted geometry.

The geometry in XYZ format:
```
8
Properties=species:S:1:pos:R:3:forces:R:3:nbo_charge:R:1
O 1.504 -1.367 -0.391 0.7 -0.2 0.1 -0.521
C 1.166 -0.254 -0.191 0.3 0.7 -0.3 0.632
Cl 2.273 1.143 -0.201 0.3 -0.4 0.1 -0.065
N -0.111 0.157 0.042 -2.4 -3.6 -0.3 -0.708
S -1.319 -1.452 -0.428 1.5 2.7 -0.4 0.140
S -0.730 1.616 -0.322 0.1 1.7 -1.7 0.302
H -1.214 -1.699 0.834 -0.2 -0.7 1.4 0.116
H -1.570 1.855 0.657 -0.3 -0.3 1.1 0.103
```
Positions in Å, forces in eV/Å.

Its energy relative to the best compared isomer or geometry (same formula, charge and spin) is 70.7 kJ/mol. Its electronic energy is -38798.0371 eV. Its charge is 0. The HOMO-LUMO gap is 0.3014 hartree.